1.
The following is a DFT calculation (ωB97M-V/def2-TZVPD) of a molecular structure, C12H24Cl3CrO4.

Geometry as XYZ:
```
44
C12H24Cl3CrO4 | OMol25 | ωB97M-V/def2-TZVPD
Cr 21.152 11.579 -4.507
Cl 20.813 9.323 -3.829
Cl 18.915 12.021 -5.043
Cl 22.014 13.731 -5.045
O 22.991 11.400 -2.389
O 21.132 10.966 -6.568
O 20.533 12.290 -2.689
O 23.159 10.866 -4.913
C 22.675 10.069 -0.468
C 23.511 10.755 -1.527
C 19.607 12.710 -0.586
C 25.007 10.522 -1.485
C 24.629 9.040 -5.186
C 20.968 10.240 -7.507
C 20.184 13.138 -1.887
C 20.471 14.592 -2.143
C 24.246 10.484 -5.274
C 20.314 10.774 -8.758
C 21.538 8.846 -7.516
C 25.239 11.433 -5.821
H 20.689 11.770 -8.974
H 19.892 11.700 -0.285
H 22.161 8.800 -8.420
H 23.048 9.078 -0.224
H 18.516 12.616 -0.709
H 24.785 12.309 -6.275
H 24.450 8.579 -6.163
H 25.996 11.735 -5.095
H 25.815 10.919 -6.606
H 21.415 14.649 -2.680
H 21.651 10.011 -0.838
H 19.780 13.386 0.247
H 25.480 10.665 -2.455
H 25.196 9.499 -1.159
H 19.698 15.026 -2.779
H 23.952 8.529 -4.500
H 19.237 10.826 -8.575
H 20.777 8.075 -7.677
H 22.677 10.681 0.441
H 25.468 11.226 -0.788
H 20.467 10.095 -9.595
H 22.057 8.581 -6.603
H 25.674 8.913 -4.911
H 20.521 15.132 -1.199
```

Properties
frontier orbital gap (alpha / beta)	8.4 / 9.1	eV
energy relative to the best compared isomer or geometry (same formula, charge and spin)	7.4	kcal/mol
<S²>	3.80
total charge	0
HOMO level (alpha / beta)	-0.3193 / -0.3180	Eh
electronic energy	-3197.75839	Ha
2S+1	4
max |F|	1.73	eV Å⁻¹


2.
The following is a DFT calculation (ωB97M-V/def2-TZVPD) of 2 unconnected molecules or ions with the total composition C12H24F3N3O3.

Geometry as XYZ:
```
45
C12H24F3N3O3 | OMol25 | ωB97M-V/def2-TZVPD
F -0.313 -1.634 3.714
F -0.886 0.112 2.561
F -0.191 -1.686 1.539
O -2.620 -3.080 3.148
O -4.348 0.363 -0.885
O -3.032 -1.690 1.374
N 3.949 0.980 -2.616
N 5.495 0.993 -0.686
N 3.650 2.794 -0.731
C 4.382 1.589 -1.290
C -1.065 2.058 -0.922
C -0.953 -1.250 2.571
C 0.080 1.029 -1.487
C 2.192 2.467 -0.422
C -2.449 -1.757 2.567
C -0.770 -4.522 2.410
C 2.512 0.560 -2.401
C -3.817 1.766 -0.882
C -2.257 -4.224 2.382
C -2.443 1.763 -1.777
C 1.555 1.764 -1.759
H 4.137 3.206 0.096
H -4.628 2.421 -1.436
H -2.886 -1.134 3.363
H 5.698 1.073 0.341
H -0.584 -5.561 2.121
H 1.651 3.486 -0.116
H -2.643 -4.190 1.358
H -1.285 1.742 0.204
H 1.969 0.239 -3.415
H -0.258 0.641 -2.564
H 2.192 1.801 0.541
H 1.393 2.570 -2.593
H -2.426 0.719 -2.352
H -2.765 -5.066 2.866
H -3.688 2.115 0.228
H -0.229 -3.895 1.698
H 2.391 -0.368 -1.662
H -2.471 2.582 -2.641
H -0.728 3.192 -0.960
H 6.134 0.369 -1.263
H -3.983 -0.103 -0.055
H 4.483 0.076 -2.732
H -0.346 -4.347 3.403
H 0.201 0.037 -0.838
```

Properties
frontier orbital gap	3.5	eV
energy relative to the best compared isomer or geometry (same formula, charge and spin)	125.4	kcal/mol
total charge	0
HOMO level	-0.2176	Eh
electronic energy	-1160.94396	Ha
max |F|	4.71	eV Å⁻¹


3.
The following is a DFT calculation (ωB97M-V/def2-TZVPD) of a molecular structure, C12H24FO12Rb.

Geometry as XYZ:
```
50
C12H24FO12Rb | OMol25 | ωB97M-V/def2-TZVPD
Rb 0.125 -0.207 -1.435
F -1.642 1.910 -0.572
O -3.230 -4.040 -0.791
O -0.222 -0.830 1.980
O 1.628 2.278 2.058
O -2.232 -0.722 2.979
O 1.473 1.719 -3.299
O 3.188 3.161 -3.339
O -1.219 -2.622 2.935
O -1.726 -2.529 -1.533
O -3.763 -1.968 -0.722
O 1.193 3.933 -3.014
O 2.323 0.823 0.474
O 2.952 0.677 2.618
C -3.461 -0.554 -0.694
C -2.808 -2.807 -1.054
C 3.666 -0.506 2.277
C 4.090 2.055 -3.445
C 2.282 1.222 1.613
C 0.676 2.872 1.171
C 1.910 2.838 -3.220
C -0.057 -3.403 2.695
C -0.173 3.762 -2.618
C -2.387 -5.113 -1.226
C -1.133 -1.339 2.583
C -2.344 0.663 2.616
H -2.105 0.842 1.565
H -2.809 -5.550 -2.132
H 3.733 1.330 -4.177
H 0.840 2.624 0.130
H -2.632 -0.302 -0.037
H -0.722 4.618 -2.995
H 4.259 -0.751 3.153
H -3.367 0.947 2.834
H -1.372 -4.764 -1.367
H -2.450 -5.889 -0.464
H -0.104 -3.841 1.697
H -3.247 -0.154 -1.684
H 0.749 3.954 1.272
H -0.041 -4.191 3.441
H -0.284 3.653 -1.540
H 4.186 1.535 -2.492
H -0.619 2.857 -3.033
H -0.318 2.556 1.450
H 4.368 -0.324 1.458
H 5.031 2.481 -3.771
H 0.841 -2.796 2.775
H -1.665 1.266 3.223
H 2.978 -1.291 1.973
H -4.359 -0.082 -0.314
```

Properties
frontier orbital gap	8.7	eV
energy relative to the best compared isomer or geometry (same formula, charge and spin)	0.0	kcal/mol
total charge	0
HOMO level	-0.3189	Eh
electronic energy	-1498.54678	Ha
max |F|	0.90	eV Å⁻¹